DFT (wB97M-V/def2-TZVPD) results for a 2-piece molecular cluster, C4H12OS overall at a distorted geometry.

For the orbital gap, the calculation gives 9.17 eV. As for the structure (SMILES): CCCSC.O. The energy above the lowest of the compared OMol25 structures with the same formula, charge and spin is 9.6 kcal/mol. The highest occupied orbital energy comes out at -8.33 eV.

Each line ends with the natural charge from an NBO analysis.
CARTESIAN COORDINATES (ANGSTROEM)
C1 -0.55869 -0.79897 -1.42916  -0.619
C2 -1.40033 0.39961 -1.01243  -0.416
C3 -0.61959 1.65238 -0.61682  -0.503
S1 0.64537 1.37555 0.68315  0.173
C4 -0.44418 1.08990 2.08212  -0.754
H1 0.36779 -0.40847 -1.87657  0.198
H2 -1.00421 -1.32140 -2.26477  0.210
H3 -0.24442 -1.44074 -0.62535  0.228
H4 -2.02289 0.75975 -1.83750  0.201
H5 -2.17138 0.10598 -0.29295  0.200
H6 -0.05343 1.99337 -1.47503  0.218
H7 -1.28657 2.39687 -0.21044  0.212
H8 -0.96563 0.13598 2.00837  0.211
H9 -1.20332 1.86205 2.18771  0.209
H10 0.17889 1.11174 2.96685  0.230
O1 1.45550 -4.01453 -0.32767  -0.941
H11 2.12816 -4.20065 0.34252  0.471
H12 1.87999 -4.11681 -1.18256  0.470



DFT (wB97M-V/def2-TZVPD) results for one molecule with the formula C5H8N2.

For the orbital gap, the calculation gives 7.43 eV. The energy above the lowest of the compared OMol25 structures with the same formula, charge and spin is 94.6 kcal/mol. The highest occupied orbital energy comes out at -6.80 eV.

Each line ends with the natural charge from an NBO analysis.
CARTESIAN COORDINATES (ANGSTROEM)
C1 -1.39050 -1.24346 0.52066  -0.688
N1 -0.26767 -0.59010 -0.22464  -0.328
C2 0.94142 -1.11229 0.34836  -0.371
C3 1.88032 -0.01102 0.28098  -0.107
C4 1.25870 1.07783 -0.26624  -0.348
C5 -0.10352 0.68861 -0.51517  0.454
N2 -1.14580 1.46850 -0.88738  -0.779
H1 -1.89923 -0.46831 1.11174  0.160
H2 -2.09493 -1.71988 -0.17009  0.176
H3 0.09080 -1.56825 1.21755  0.333
H4 1.27070 -2.05245 -0.10644  0.241
H5 2.92331 -0.06257 0.57323  0.224
H6 1.66490 2.06876 -0.42775  0.226
H7 -2.05944 1.06213 -0.71564  0.409
H8 -1.06905 2.46250 -0.73918  0.397



DFT (wB97M-V/def2-TZVPD) results for an isolated ion of composition C4H13N2S and charge +2 at a distorted geometry.

For the orbital gap (alpha / beta), the calculation gives 10.33 / 5.05 eV. Its net charge is +2. Its expectation value of S² is 0.75. Its spin multiplicity is 2. The energy above the lowest of the compared OMol25 structures with the same formula, charge and spin is 27.0 kcal/mol. The highest occupied orbital energy (alpha / beta) comes out at -18.01 / -18.01 eV.

Each line ends with the natural charge from an NBO analysis.
CARTESIAN COORDINATES (ANGSTROEM)
C1 0.58780 1.19372 0.00155  -0.236
N1 0.02556 -0.01773 0.70073  -0.558
C2 -0.82589 -0.87718 -0.16543  -0.218
C3 -2.27194 -0.29140 -0.25459  -0.648
S1 -3.49910 -1.45808 -0.83173  0.815
C4 1.91533 0.74194 -0.60286  -0.247
N2 2.58218 -0.03455 0.47644  -0.849
H1 -0.07332 1.59829 -0.76150  0.234
H2 0.67422 1.94527 0.77529  0.249
H3 -0.37371 0.00941 1.63872  0.448
H4 -0.34674 -0.97012 -1.13690  0.253
H5 -0.94636 -1.87263 0.25980  0.243
H6 -2.29638 0.62261 -0.85836  0.303
H7 -2.57863 0.09176 0.72317  0.277
H8 -4.06574 -1.74670 0.36068  0.179
H9 1.64350 0.02084 -1.36732  0.199
H10 2.52285 1.56174 -0.95438  0.257
H11 3.31091 -0.61513 0.07284  0.413
H12 3.05805 0.63011 1.08219  0.399
H13 0.95741 -0.53216 0.84167  0.487



DFT (wB97M-V/def2-TZVPD) results for one molecule with the formula C5H8O2.

For the orbital gap, the calculation gives 10.28 eV. As for the structure (SMILES): C[C@@]1(O)CCC1=O. The energy above the lowest of the compared OMol25 structures with the same formula, charge and spin is 23.7 kcal/mol. The highest occupied orbital energy comes out at -9.38 eV.

Each line ends with the natural charge from an NBO analysis.
CARTESIAN COORDINATES (ANGSTROEM)
C1 0.73066 0.45315 1.53374  -0.638
C2 0.47923 -0.04622 0.12098  0.138
O1 1.67645 -0.46393 -0.51531  -0.701
C3 -0.63962 -1.09159 -0.12212  -0.412
C4 -1.34004 -0.16272 -1.15262  -0.532
C5 -0.29879 0.90095 -0.81612  0.597
O2 -0.09891 2.03726 -1.15456  -0.513
H1 1.43370 -0.21922 2.03375  0.227
H2 1.16157 1.46167 1.50168  0.221
H3 -0.19190 0.49703 2.12236  0.216
H4 2.21088 0.32797 -0.67228  0.477
H5 -0.25551 -2.02894 -0.52748  0.230
H6 -1.23394 -1.28944 0.77399  0.212
H7 -1.28385 -0.50155 -2.19236  0.243
H8 -2.37173 0.13022 -0.93868  0.236



DFT (wB97M-V/def2-TZVPD) results for C28H61O24VZn as an isolated structure at a distorted geometry.

For the orbital gap (alpha / beta), the calculation gives 7.66 / 7.91 eV. Its expectation value of S² is 2.01. Its spin multiplicity is 3. The highest occupied orbital energy (alpha / beta) comes out at -7.48 / -7.72 eV.

Each line ends with the Löwdin spin population.
CARTESIAN COORDINATES (ANGSTROEM)
V1 -2.31376 2.12567 -0.03698  1.907
Zn1 -0.00475 -0.05064 0.06246  0.000
O1 -1.87671 0.25014 -0.60997  0.012
H1 -2.56971 -0.17834 -1.14912  0.000
O2 -0.47180 1.69184 0.87594  0.022
H2 0.27929 1.66965 1.50036  0.000
O3 -4.22411 1.92952 -0.59722  0.015
H3 -5.07593 1.92962 -1.07570  0.001
O4 0.70886 -1.66951 -0.50262  0.000
H4 1.16368 -2.45815 -0.85719  0.000
C1 -1.72055 5.35932 1.14964  0.000
O5 -2.24896 4.13109 0.71689  0.011
H5 -0.63578 5.34248 1.25499  -0.001
H6 -1.92468 6.18951 0.47345  0.001
H7 -2.15624 5.73003 2.07745  0.001
C2 0.07342 -0.11889 4.15419  0.000
O6 -0.52435 -1.40209 4.10222  0.000
C3 -0.91553 -1.90371 2.87571  0.000
O7 -0.94446 -1.20085 1.81834  0.000
O8 -1.43350 -3.12863 2.97243  0.000
C4 -1.76032 -3.83072 1.76927  0.000
H8 1.06870 -0.08033 3.71143  0.000
H9 0.14891 0.15806 5.20571  0.000
H10 -0.59475 0.50210 3.55752  0.000
H11 -2.75783 -3.58398 1.40569  0.000
H12 -1.56840 -4.90167 1.83511  0.000
H13 -1.06902 -3.49033 0.99833  0.000
C5 0.19971 -0.61921 -3.40625  0.000
O9 1.08584 0.45560 -3.64230  0.000
C6 1.45439 1.20944 -2.53771  0.000
O10 0.92677 1.11177 -1.42622  0.000
O11 2.39914 2.07299 -2.90335  0.000
C7 3.11221 2.81922 -2.02472  0.000
H14 0.05683 -1.22287 -4.30251  0.000
H15 -0.70073 -0.23035 -2.93075  0.000
H16 0.73244 -1.37140 -2.82445  0.000
H17 2.55404 3.71682 -1.75853  0.000
H18 4.06432 3.12393 -2.45916  0.000
H19 3.33881 2.27125 -1.11012  0.000
C8 -4.92875 -0.68411 1.83836  0.000
O12 -4.91708 0.39657 2.74830  0.001
C9 -3.92958 1.30951 2.73545  0.001
O13 -3.02729 1.41022 1.88787  0.006
O14 -4.13375 2.18061 3.74648  0.001
C10 -3.30272 3.30002 4.04197  0.000
H20 -4.26146 -1.51297 2.07460  0.000
H21 -4.53881 -0.35024 0.87680  0.000
H22 -5.91221 -1.09093 1.60301  0.000
H23 -3.67440 4.12073 3.42846  0.000
H24 -2.35156 2.99591 3.60503  0.000
H25 -3.29936 3.53897 5.10545  0.000
C11 -0.38353 4.94294 -3.00142  0.000
O15 -0.99122 4.01267 -3.77365  0.002
C12 -1.57652 2.94642 -3.19166  0.004
O16 -1.61019 2.63865 -1.99791  0.011
O17 -2.10122 2.34185 -4.25379  0.002
C13 -3.13031 1.34386 -3.98918  0.000
H26 0.08712 5.77639 -3.52291  0.000
H27 0.39153 4.56883 -2.33252  0.000
H28 -1.14537 5.43113 -2.39365  0.000
H29 -4.06936 1.84991 -3.76515  0.000
H30 -2.90075 0.69936 -3.14064  0.000
H31 -3.21197 0.73531 -4.88979  0.000
C14 4.01170 -7.70178 -3.70643  0.000
O18 3.60209 -6.57889 -2.94928  0.000
C15 2.67152 -6.73039 -2.03322  0.000
O19 1.83716 -7.63526 -1.92482  0.000
O20 2.65876 -5.61930 -1.30368  0.000
C16 1.45742 -5.10222 -0.67240  0.000
H32 4.96072 -8.12046 -3.37152  0.000
H33 4.06176 -7.45390 -4.76669  0.000
H34 3.22991 -8.45948 -3.75929  0.000
H35 0.83474 -5.95440 -0.40008  0.000
H36 0.84166 -4.47418 -1.31623  0.000
H37 1.62217 -4.54799 0.25161  0.000
C17 -4.24633 -4.60093 -2.61375  0.000
C18 -3.72314 -3.16708 -2.40955  0.000
O21 -4.13814 -2.28822 -3.18188  0.000
C19 -2.62562 -2.90243 -1.42665  0.000
H38 -3.68822 -5.16964 -3.35751  0.000
H39 -5.32533 -4.63862 -2.76360  0.000
H40 -4.12312 -5.11738 -1.66181  0.000
H41 -2.93892 -2.40647 -0.50797  0.000
H42 -2.06285 -2.06153 -1.83195  0.000
H43 -1.94098 -3.72782 -1.23144  0.000
C20 3.79594 0.27080 2.43573  0.000
C21 2.89017 1.09297 1.59776  0.000
O22 1.92073 0.55273 1.06243  0.000
C22 3.12693 2.56025 1.52693  0.000
H44 3.34056 -0.67977 2.71350  0.000
H45 3.95170 0.72836 3.41271  0.000
H46 4.70505 0.07145 1.86839  0.000
H47 2.23721 3.12720 1.25296  0.000
H48 3.93929 2.80941 0.84422  0.000
H49 3.61509 2.79474 2.47288  0.000
C23 5.23755 -3.34005 -1.90083  0.000
C24 5.12423 -1.82320 -2.07932  0.000
O23 5.91965 -1.19443 -2.72641  0.000
C25 3.99040 -1.05567 -1.36915  0.000
H50 4.27991 -3.85278 -1.99106  0.000
H51 5.41276 -3.45350 -0.83100  0.000
H52 6.07825 -3.74179 -2.46646  0.000
H53 4.16417 0.02030 -1.38293  0.000
H54 3.89424 -1.50554 -0.38098  0.000
H55 3.06422 -1.12242 -1.93997  0.000
C26 0.26220 5.83123 5.14926  0.000
C27 0.27935 4.27592 4.86130  0.000
O24 -0.12884 3.44240 5.62170  0.000
C28 0.95723 3.76951 3.68014  0.000
H56 0.30384 6.30645 4.16919  0.000
H57 1.04992 6.12827 5.84162  0.000
H58 -0.68284 6.07302 5.63562  0.000
H59 2.03447 3.86881 3.81352  0.000
H60 0.65477 4.47282 2.90427  0.000
H61 0.64825 2.78085 3.34078  0.000



DFT (wB97M-V/def2-TZVPD) results for C30H39ClN4O5PRe as an isolated structure at a distorted geometry.

For the orbital gap (alpha / beta), the calculation gives 7.02 / 6.83 eV. Its net charge is +1. Its expectation value of S² is 3.84. Its spin multiplicity is 4. The energy above the lowest of the compared OMol25 structures with the same formula, charge and spin is 0.0 kcal/mol. The highest occupied orbital energy (alpha / beta) comes out at -10.36 / -10.60 eV.

Each line ends with the Löwdin spin population.
CARTESIAN COORDINATES (ANGSTROEM)
Re1 -4.60831 17.70783 6.79402  2.493
C1 -5.54603 22.05385 4.45668  0.000
C2 -6.81063 22.55972 5.12919  0.000
C3 -6.95641 23.93970 5.19621  0.000
C4 -8.03961 24.54788 5.81848  0.000
Cl1 -8.15722 26.27215 5.84313  0.000
C5 -9.02629 23.75998 6.39504  0.000
C6 -8.90753 22.37562 6.33808  0.000
C7 -7.82023 21.77336 5.71567  0.000
O1 -7.76346 20.39841 5.87444  0.002
C8 -7.53671 19.54439 4.75741  0.002
C9 -6.37941 18.63201 5.24497  0.042
O2 -5.22900 19.11747 5.37692  0.056
O3 -6.57529 17.49342 5.72183  0.034
H1 -4.76022 22.81329 4.54390  0.000
H2 -5.72516 21.90326 3.39497  0.000
H3 -5.15807 21.14531 4.90623  0.000
H4 -6.18578 24.57676 4.77548  0.000
H5 -9.87315 24.21994 6.88386  0.000
H6 -9.65976 21.75538 6.79112  0.000
H7 -7.24860 20.09806 3.86340  0.000
H8 -8.42378 18.95222 4.54321  0.000
C10 -3.29841 20.49855 9.93378  0.005
C11 -3.90697 21.21059 8.71148  0.001
C12 -5.37964 20.81932 8.46729  0.010
C13 -3.00840 21.10580 7.49373  -0.021
C14 -2.55009 22.27830 6.91548  0.003
C15 -1.64128 22.22873 5.87279  -0.024
C16 -1.12747 21.02086 5.43435  0.004
C17 -1.57598 19.81690 5.98494  -0.011
C18 -0.93990 18.50263 5.58832  -0.001
C19 -1.77086 17.72770 4.55544  0.029
C20 -0.51884 17.63699 6.77779  -0.002
C21 -2.60270 19.84346 6.98986  0.031
N1 -3.34635 18.78723 7.46961  0.053
H9 -4.00230 20.52651 10.76180  0.000
H10 -2.39886 21.03000 10.25360  0.000
H11 -3.00650 19.48737 9.68427  0.003
H12 -3.94346 22.27478 8.95731  0.000
H13 -5.51611 19.74497 8.28617  0.007
H14 -5.76774 21.37968 7.61970  0.000
H15 -5.99725 21.10367 9.32073  0.001
H16 -2.91947 23.23332 7.27752  0.001
H17 -1.27492 23.15177 5.43360  -0.001
H18 -0.35247 21.02502 4.67618  0.001
H19 -0.00845 18.78294 5.08710  0.001
H20 -2.70161 17.37661 4.99603  0.023
H21 -1.22601 16.83157 4.23276  0.001
H22 -1.97511 18.34684 3.69040  0.000
H23 -1.36506 17.21108 7.30631  0.000
H24 0.08696 18.22752 7.47491  0.000
H25 0.11465 16.82869 6.41379  0.000
N2 -7.81852 15.17347 7.62829  0.001
C22 -7.45951 14.91018 9.07624  0.002
P1 -6.94565 16.52968 9.77747  0.007
O4 -7.85676 17.04468 10.79051  0.005
O5 -6.59547 17.29628 8.51437  0.079
C23 -5.32962 16.28041 10.56245  0.001
N3 -4.55452 17.56535 10.38620  0.006
H26 -7.40492 14.46732 7.02475  0.000
H27 -7.41489 16.13713 7.40077  0.000
H28 -8.82473 15.19561 7.50728  0.000
H29 -6.63634 14.18086 9.09852  0.000
H30 -8.32814 14.50244 9.59779  0.000
H31 -4.76280 15.49284 10.08577  0.001
H32 -5.45227 16.07524 11.62397  0.000
H33 -4.36757 17.76931 9.38865  0.009
H34 -3.67177 17.48723 10.88926  0.000
H35 -5.09674 18.34226 10.76251  0.000
N4 -3.68318 10.39285 8.18268  0.018
C24 -3.72631 11.52515 7.99670  0.004
C25 -3.81931 12.94724 7.73498  0.038
C26 -3.02193 13.86610 8.43237  -0.008
C27 -3.15745 15.22971 8.21076  0.040
C28 -4.12908 15.72834 7.31639  0.016
C29 -4.87511 14.77958 6.57994  0.042
C30 -4.73445 13.41590 6.77410  -0.008
H36 -2.29242 13.49036 9.12515  -0.001
H37 -2.49814 15.91749 8.74481  0.002
H38 -5.54455 15.11544 5.79101  0.005
H39 -5.29337 12.71719 6.16299  -0.001